{"formula": "C43H60FN8O4PRbSe2Si", "method": "ωB97M-V with the def2-TZVPD basis set", "e_above_lowest_kcal_mol": 55.4, "spin_multiplicity": 1, "charge": -1, "total_energy_ev": -216908.9050, "orbital_gap_ev": 6.04, "symbols": ["Rb", "C", "O", "C", "C", "C", "C", "C", "C", "O", "C", "O", "C", "H", "H", "H", "H", "H", "H", "H", "H", "H", "Se", "Se", "C", "C", "C", "C", "C", "N", "C", "C", "C", "C", "C", "N", "H", "H", "H", "H", "H", "H", "H", "H", "C", "Si", "C", "C", "N", "C", "C", "C", "C", "C", "C", "F", "H", "H", "H", "H", "H", "H", "H", "H", "H", "H", "H", "H", "H", "O", "N", "N", "P", "N", "C", "C", "C", "C", "C", "N", "C", "C", "C", "C", "C", "N", "C", "C", "C", "C", "C", "H", "H", "H", "H", "H", "H", "H", "H", "H", "H", "H", "H", "H", "H", "H", "H", "H", "H", "H", "H", "H", "H", "H", "H", "H", "H", "H", "H", "H", "H"], "positions_angstrom": [[-0.04433, -1.14392, -0.86416], [-0.79903, -5.27472, -7.05075], [-2.03930, -4.60576, -7.01306], [-2.22845, -3.69955, -6.00424], [-3.47642, -3.04143, -6.02501], [-3.73202, -2.11387, -5.05282], [-2.82535, -1.79074, -4.02251], [-3.20257, -0.79285, -3.03155], [-4.48213, 0.00972, -3.26576], [-2.57134, -0.53354, -2.01068], [-1.54559, -2.46243, -3.99031], [-0.65675, -2.26465, -3.11717], [-1.30113, -3.42264, -5.03614], [-0.83389, -5.93540, -7.91450], [-0.63660, -5.86735, -6.14618], [0.03057, -4.57149, -7.16350], [-4.19148, -3.27956, -6.79890], [-4.69332, -1.61748, -5.07718], [-4.52893, 0.42269, -4.27352], [-4.49909, 0.81608, -2.53723], [-5.36322, -0.61695, -3.11346], [-0.33422, -3.90327, -5.00432], [-3.12132, -4.23147, 2.60213], [-2.17598, -2.13703, 2.39503], [-3.60834, -1.21903, 1.51723], [-4.90390, -1.62262, 1.30208], [-5.79362, -0.77923, 0.65253], [-5.34564, 0.46981, 0.24739], [-4.04322, 0.84992, 0.46156], [-3.18428, -0.00082, 1.07603], [-2.62635, -4.98218, 0.88596], [-2.84844, -6.34078, 0.69167], [-2.51928, -6.87891, -0.53811], [-1.97689, -6.05438, -1.50958], [-1.78409, -4.71503, -1.20816], [-2.11488, -4.18586, -0.02742], [-5.20008, -2.60489, 1.64085], [-6.81152, -1.09269, 0.47105], [-6.00567, 1.16649, -0.24991], [-3.61878, 1.79590, 0.17117], [-3.25789, -6.95244, 1.48623], [-2.67748, -7.93298, -0.73214], [-1.70220, -6.42989, -2.48486], [-1.34033, -4.03645, -1.92262], [3.89153, -3.46382, 2.86245], [2.61672, -3.48743, 1.46338], [3.03333, -4.98695, 0.37875], [0.96089, -3.87558, 2.25911], [2.49056, -2.01358, 0.63456], [3.45993, -1.51707, -0.15077], [4.72445, -2.10700, -0.45366], [5.65430, -1.53640, -1.30731], [5.41816, -0.32070, -1.93559], [4.20768, 0.31402, -1.66780], [3.30903, -0.27078, -0.81342], [2.13856, 0.42713, -0.58923], [3.93339, -4.42446, 3.38232], [3.64230, -2.69441, 3.59741], [4.89067, -3.24421, 2.48058], [2.52832, -5.88197, 0.75054], [4.10381, -5.19967, 0.34835], [2.70017, -4.81671, -0.64746], [1.01776, -4.79378, 2.84838], [0.18789, -4.01188, 1.49789], [0.63804, -3.06928, 2.92320], [4.95913, -3.05882, 0.00409], [6.58541, -2.06211, -1.48669], [6.13920, 0.12024, -2.60975], [3.94816, 1.26511, -2.11898], [-1.50098, 1.34269, 0.59397], [-1.88551, 0.23227, 1.30509], [-1.58103, 2.58265, 1.42132], [-0.08057, 3.11089, 1.61721], [-0.19441, 4.61316, 2.33839], [-0.70224, 4.63855, 3.72331], [-1.01415, 6.07471, 4.14388], [0.02300, 7.02133, 3.55325], [-0.10457, 7.03168, 2.02140], [-0.69963, 5.71280, 1.52120], [0.91086, 2.31328, 2.67868], [2.04056, 2.91596, 3.39493], [3.30901, 2.08900, 3.20754], [3.14469, 0.69467, 3.83114], [1.68392, 0.22543, 3.73554], [0.98979, 0.83971, 2.53114], [0.67424, 3.28696, 0.15843], [0.01621, 3.06059, -1.12535], [0.33234, 4.17577, -2.11597], [1.83691, 4.36511, -2.26926], [2.46542, 4.60869, -0.90165], [2.12254, 3.47762, 0.06246], [0.07674, 4.24021, 4.37770], [-1.58414, 3.99991, 3.82794], [-1.03292, 6.12753, 5.23404], [-2.00949, 6.36526, 3.79781], [1.01822, 6.67096, 3.83885], [-0.08697, 8.02961, 3.95676], [0.87684, 7.18680, 1.56825], [-0.74430, 7.85582, 1.69532], [-0.41569, 5.53140, 0.48666], [-1.79489, 5.74154, 1.54866], [1.81306, 2.95715, 4.46912], [2.17542, 3.94596, 3.06228], [4.15345, 2.62149, 3.65259], [3.52498, 1.98631, 2.14155], [3.45910, 0.71673, 4.87805], [3.79322, -0.01572, 3.31553], [1.12944, 0.49079, 4.63907], [1.64429, -0.86097, 3.62334], [-0.02188, 0.44869, 2.46353], [1.52872, 0.55773, 1.62769], [-1.05598, 2.98184, -0.95976], [0.36331, 2.10599, -1.53661], [-0.11832, 5.11159, -1.76929], [-0.12976, 3.93209, -3.07540], [2.05652, 5.19290, -2.94826], [2.27224, 3.46215, -2.71073], [2.09224, 5.55418, -0.49139], [3.55218, 4.69046, -0.98126], [2.51390, 3.72076, 1.04463], [2.59946, 2.55113, -0.26877]], "forces_ev_per_angstrom": [[-0.183, -0.083, 0.499], [0.014, 0.004, 0.004], [-0.034, 0.026, 0.016], [0.011, 0.009, 0.025], [0.026, -0.028, -0.019], [0.016, -0.003, 0.021], [0.005, 0.015, 0.015], [-0.046, 0.043, -0.007], [0.022, -0.006, 0.009], [0.040, -0.024, -0.021], [-0.001, 0.017, 0.045], [-0.117, -0.178, -0.337], [-0.027, -0.052, -0.084], [-0.001, 0.001, 0.004], [0.004, -0.004, 0.006], [0.003, -0.002, 0.004], [-0.020, -0.007, -0.021], [-0.009, 0.007, 0.002], [-0.008, -0.002, 0.000], [0.001, 0.006, 0.006], [-0.017, -0.008, -0.009], [0.027, -0.015, 0.002], [-0.064, -0.088, 0.048], [0.048, 0.087, -0.121], [-0.014, -0.032, 0.045], [0.037, 0.011, 0.013], [0.013, 0.064, -0.021], [-0.089, -0.072, 0.014], [0.060, 0.034, -0.019], [-0.154, -0.010, -0.031], [-0.027, 0.057, 0.021], [-0.048, -0.040, 0.122], [-0.018, -0.077, 0.009], [0.038, 0.087, -0.062], [-0.003, -0.123, 0.036], [0.043, 0.060, -0.017], [0.007, -0.010, 0.009], [-0.020, -0.004, -0.002], [-0.010, 0.006, -0.009], [0.012, -0.009, 0.006], [-0.003, 0.005, -0.023], [-0.002, 0.009, 0.009], [0.008, -0.007, -0.017], [0.027, 0.129, -0.149], [-0.011, 0.006, -0.013], [-0.030, 0.048, 0.034], [-0.006, -0.004, -0.004], [-0.030, 0.040, -0.001], [0.086, 0.021, -0.069], [0.070, 0.069, -0.018], [-0.042, 0.023, 0.020], [-0.022, -0.017, 0.021], [0.001, 0.003, 0.006], [0.008, -0.002, 0.022], [0.041, 0.071, -0.037], [0.074, 0.051, -0.034], [0.002, -0.036, 0.017], [-0.013, 0.023, 0.020], [0.036, 0.016, -0.005], [-0.003, -0.039, 0.018], [0.027, -0.004, -0.012], [-0.015, 0.000, -0.025], [-0.002, -0.044, 0.022], [-0.017, 0.009, 0.003], [0.018, 0.009, -0.004], [0.003, -0.051, 0.026], [0.017, -0.004, -0.005], [0.009, 0.004, -0.005], [0.009, 0.002, -0.010], [0.074, 0.201, 0.043], [0.108, -0.071, 0.077], [0.181, -0.217, -0.077], [-0.287, 0.112, 0.135], [-0.008, -0.082, -0.100], [0.048, -0.010, 0.075], [-0.012, 0.011, 0.027], [-0.012, 0.011, 0.000], [0.014, -0.020, -0.022], [0.018, 0.037, -0.005], [0.102, -0.110, -0.075], [0.019, -0.072, -0.028], [0.034, 0.014, -0.007], [-0.041, 0.034, 0.027], [0.107, -0.030, -0.123], [-0.128, -0.009, 0.212], [0.282, 0.046, 0.014], [-0.087, 0.064, -0.029], [-0.013, -0.044, -0.022], [-0.004, 0.029, 0.023], [-0.015, -0.013, -0.012], [-0.069, 0.102, -0.048], [-0.072, 0.004, -0.019], [-0.021, 0.010, -0.006], [0.008, 0.000, -0.004], [-0.015, 0.004, 0.017], [0.012, -0.002, 0.009], [0.004, -0.001, 0.001], [0.009, 0.011, -0.015], [-0.011, 0.009, -0.002], [-0.014, 0.001, -0.020], [-0.008, -0.005, 0.002], [0.010, 0.020, 0.012], [-0.003, -0.014, 0.036], [0.011, -0.031, 0.002], [-0.036, 0.046, -0.017], [0.006, -0.018, 0.003], [0.007, 0.008, -0.020], [-0.022, -0.008, 0.028], [-0.017, 0.057, 0.061], [-0.046, 0.021, -0.064], [0.051, -0.043, -0.126], [0.063, -0.017, -0.005], [-0.017, -0.029, -0.036], [-0.019, 0.015, 0.015], [0.003, 0.001, -0.012], [0.006, -0.015, -0.001], [-0.002, -0.014, -0.004], [0.007, 0.007, 0.003], [0.010, 0.008, 0.002], [0.041, -0.014, 0.075], [-0.014, 0.019, 0.014]]}